86
Properties=species:S:1:pos:R:3:forces:R:3 method="wB97M-V/def2-TZVPD" molar_mass_g_mol=924.32 charge=+1 e_tot_ev=-148793.8054
C 1.063 -1.467 4.634 0.2621 -0.5521 0.4993
C 0.270 -2.742 5.015 -0.5100 0.8787 -0.7890
I -0.182 -2.708 7.165 0.1218 -0.1741 -0.4459
C -1.122 -2.868 4.316 0.3356 -0.1535 0.1667
I -0.964 -2.996 2.149 -0.0560 -0.0735 0.7371
P -2.285 -1.499 4.891 -0.0138 -0.3822 -0.6306
Br -3.365 -0.511 3.205 0.7098 -0.5135 1.2975
H 0.462 -0.543 4.716 0.2263 -0.4170 -0.0465
H 1.902 -1.386 5.347 -0.2815 0.1434 -0.4530
H 1.486 -1.549 3.617 -0.2840 0.0028 0.3859
H 0.828 -3.668 4.804 -0.1681 0.4271 0.2979
H -1.530 -3.845 4.632 -0.2482 0.6378 -0.2285
H -3.264 -2.157 5.688 0.3916 0.5684 -0.3165
H -1.533 -0.555 5.662 -0.5980 -0.1632 -0.3995
O 4.905 0.128 0.622 -0.0695 -0.2009 0.3571
C 3.905 -0.407 0.240 0.4302 0.2566 -0.4640
O 3.284 -1.403 0.930 -0.0319 0.0015 0.2367
C 2.183 -1.905 0.157 -0.1436 -0.1603 -0.1436
C 1.828 -0.790 -0.807 -0.2458 0.0700 -0.2832
C 3.178 -0.136 -1.054 -0.5186 -0.3289 0.5527
H 2.505 -2.813 -0.361 0.0151 0.0264 0.0191
H 1.359 -2.153 0.825 0.2808 -0.0011 0.0721
H 1.337 -1.145 -1.712 0.0275 -0.0290 0.0427
H 1.158 -0.077 -0.319 -0.0042 -0.0443 -0.0210
H 3.716 -0.616 -1.872 -0.0072 0.2108 -0.0456
H 3.082 0.924 -1.232 0.3694 -0.0215 -0.0824
O 4.536 0.178 -5.773 -0.3005 -0.3006 0.0806
C 5.315 -0.223 -4.958 -0.1082 0.4608 -0.1093
O 4.954 -0.961 -3.873 0.0826 -0.0135 -0.2684
C 6.107 -1.188 -3.042 0.1323 -0.0916 0.3174
C 7.300 -1.014 -3.959 0.3788 -0.0461 -0.0305
C 6.802 0.031 -4.942 0.2735 -0.4083 0.1459
H 6.098 -0.460 -2.226 -0.0197 0.0056 -0.0471
H 6.060 -2.191 -2.619 -0.2363 0.0413 -0.0381
H 8.209 -0.727 -3.432 -0.0726 -0.0117 0.0531
H 7.500 -1.948 -4.488 -0.0012 0.0205 0.0511
H 6.981 1.047 -4.586 -0.0485 0.0269 -0.1115
H 7.230 -0.107 -5.932 -0.1371 0.2871 -0.0635
O -5.154 1.173 -1.037 0.3138 0.0878 0.2314
C -5.871 1.341 -0.098 -0.0769 -0.3205 -0.6659
O -5.410 1.504 1.171 0.0749 -0.0323 0.1967
C -6.521 1.575 2.082 -0.1122 0.0713 0.2670
C -7.706 1.995 1.234 -0.3446 0.0657 -0.0244
C -7.380 1.362 -0.111 -0.1973 0.4052 0.4016
H -6.664 0.589 2.535 -0.0061 0.0063 -0.0432
H -6.300 2.295 2.869 0.2009 -0.0597 -0.0644
H -8.664 1.683 1.649 0.0692 -0.0167 0.0431
H -7.722 3.082 1.134 0.0075 -0.0434 0.0428
H -7.746 0.337 -0.181 0.0301 0.0192 -0.1260
H -7.752 1.955 -0.942 0.0795 -0.2476 -0.1656
O 0.274 -3.707 -5.299 -0.2599 0.1750 0.1721
C 0.469 -2.798 -6.052 0.1291 -0.4907 -0.0371
O -0.443 -1.825 -6.297 0.0196 -0.0348 0.1019
C 0.050 -0.946 -7.322 -0.0084 0.1999 -0.2163
C 1.556 -1.120 -7.304 0.3071 0.1753 -0.0795
C 1.706 -2.575 -6.888 0.1274 0.5241 -0.0321
H -0.393 -1.241 -8.277 -0.0170 -0.0272 0.0520
H -0.251 0.077 -7.098 -0.1574 -0.1177 0.1057
H 2.028 -0.881 -8.256 -0.0677 0.0133 0.0127
H 1.996 -0.476 -6.540 0.0317 -0.0200 -0.0661
H 1.679 -3.251 -7.745 0.0270 -0.0890 0.0913
H 2.607 -2.740 -6.302 -0.0657 -0.2593 -0.0318
O -1.397 1.082 7.176 -0.0276 -0.4453 -0.4636
C -2.442 0.863 7.721 0.3544 0.6071 0.3152
O -3.498 0.316 7.072 0.0340 -0.2221 -0.1835
C -4.640 0.270 7.952 -0.4650 -0.0580 0.2345
C -4.057 0.323 9.352 -0.0026 -0.0185 0.2640
C -2.805 1.168 9.150 -0.3248 -0.4015 0.1545
H -5.281 1.127 7.733 0.0820 -0.0093 -0.0394
H -5.204 -0.645 7.774 0.1114 0.0354 -0.2045
H -4.749 0.726 10.089 -0.0209 0.0005 -0.0852
H -3.772 -0.682 9.672 -0.0520 0.0337 -0.0055
H -3.012 2.236 9.241 0.1354 0.0059 -0.0024
H -2.003 0.878 9.824 0.1379 0.2660 -0.1020
O 3.146 1.834 -3.138 -0.1825 0.0065 -0.0550
C 2.147 2.482 -3.259 0.4565 0.0187 -0.4389
O 0.909 1.988 -3.012 0.0934 -0.0278 0.1108
C -0.082 2.972 -3.354 -0.3339 0.1142 -0.0247
C 0.647 4.302 -3.308 -0.0034 0.3264 -0.0368
C 2.054 3.910 -3.735 -0.3957 0.2989 0.2871
H -0.469 2.744 -4.350 0.0424 -0.0199 0.0233
H -0.902 2.924 -2.640 0.0762 -0.2169 -0.0002
H 0.190 5.064 -3.937 -0.0373 -0.0772 0.0021
H 0.665 4.679 -2.283 -0.0322 -0.0170 -0.0410
H 2.173 3.928 -4.820 0.1272 -0.0249 0.0331
H 2.812 4.528 -3.260 0.1900 -0.1380 -0.2027